Record 1
Density functional theory data (the ωB97M-V functional and the def2-TZVPD basis) for C35H37FN2PdS as an isolated structure at a distorted geometry.

Element x y z (Å)
1 Pd 0.05040 0.60790 0.02824
2 C 3.41229 -3.68118 -0.60857
3 C 4.73636 -2.85728 -0.57497
4 C 5.66856 -3.49477 0.49888
5 C 5.38454 -3.03623 -1.94773
6 C 4.53069 -1.29786 -0.31381
7 C 5.69980 -0.51522 -0.28856
8 C 5.67014 0.88408 -0.09274
9 C 4.44430 1.41890 0.12563
10 S 3.99393 3.00442 0.45677
11 C 2.25708 2.55100 0.46955
12 N 2.07001 1.21184 0.26761
13 C 3.24356 0.62618 0.01959
14 C 3.39551 -0.71562 -0.17692
15 C 1.20173 3.45436 0.49184
16 C 1.19425 4.74741 0.75125
17 C -0.03388 5.53814 0.85026
18 C -1.24473 4.98855 0.41250
19 C -1.21333 3.64122 0.02369
20 C -0.04133 2.79994 0.25961
21 H 3.57398 -4.71990 -0.64369
22 H 2.76216 -3.47521 -1.46682
23 H 2.86220 -3.50369 0.30041
24 H 6.04942 -4.47136 0.20549
25 H 5.13188 -3.67157 1.48415
26 H 6.52902 -2.92202 0.75269
27 H 5.45691 -4.04824 -2.42176
28 H 6.47577 -2.70428 -1.91600
29 H 4.85147 -2.41202 -2.67726
30 H 6.58653 -1.02931 -0.45132
31 H 6.48784 1.58977 -0.04392
32 H 2.52900 -1.36653 -0.28129
33 H 2.09701 5.38854 0.88475
34 H -0.11688 6.55162 1.01727
35 H -2.13015 5.51666 0.23318
36 H -2.06174 3.13011 -0.46841
37 C -2.19051 1.76649 2.78350
38 C -3.14278 0.66590 2.23736
39 C -4.40120 0.60253 3.10435
40 C -3.52827 1.09062 0.83912
41 C -4.56936 1.99771 0.55790
42 C -4.82879 2.30809 -0.71414
43 C -4.04256 1.85374 -1.78272
44 C -3.00708 0.95438 -1.59211
45 C -2.24221 0.50629 -2.77592
46 C -0.82053 0.79179 -2.68097
47 C -2.52304 -0.93575 -3.03319
48 C -2.76521 0.58324 -0.27661
49 N -1.77344 -0.32638 -0.01392
50 C -1.86287 -1.56640 0.44697
51 C -3.15817 -2.17862 0.52935
52 C -3.25913 -3.52315 0.97457
53 C -2.17623 -4.27009 1.35503
54 C -0.91241 -3.64115 1.27073
55 C -0.78459 -2.37180 0.83492
56 F 0.46637 -1.87168 0.80552
57 H -1.89780 1.66039 3.79338
58 H -2.61394 2.72192 2.72847
59 H -1.28207 1.72017 2.18170
60 H -2.69415 -0.31115 2.20868
61 H -4.75087 1.58289 3.37645
62 H -4.21696 0.04291 4.02589
63 H -5.15650 0.01740 2.64052
64 H -5.17930 2.38892 1.39610
65 H -5.68295 2.97038 -0.93311
66 H -4.27626 2.19339 -2.79320
67 H -2.57913 1.10075 -3.58795
68 H -0.39815 0.07686 -1.99821
69 H -0.61051 1.84237 -2.38931
70 H -0.19814 0.66673 -3.57930
71 H -2.12021 -1.63284 -2.27987
72 H -1.96394 -1.20617 -3.98182
73 H -3.58814 -1.07290 -3.30857
74 H -4.02041 -1.61286 0.17369
75 H -4.29700 -3.84209 0.92721
76 H -2.36921 -5.26010 1.76834
77 H -0.08662 -4.21109 1.60157

For the total energy, the calculation gives -56888.1001 eV. The multiplicity is 5. As for the net charge: +2. Its lowest unoccupied orbital energy (alpha / beta) is -6.67 / -9.37 eV. The calculation puts the energy above the lowest of the compared OMol25 structures with the same formula, charge and spin at 0.000 eV. The expectation value of S² is 6.109.


Record 2
Density functional theory data (the ωB97M-V functional and the def2-TZVPD basis) for C35H37FP2Ti as an isolated structure at a distorted geometry.

Element x y z (Å)
1 Ti 0.69718 1.98025 -4.45978
2 C -2.03857 1.36128 -6.12970
3 C -2.00377 0.07056 -5.76177
4 C -1.30873 -1.06657 -6.43880
5 C 0.02497 -0.66595 -7.06837
6 C 0.80363 0.20230 -6.12113
7 C 0.89382 1.60448 -6.34448
8 C -0.06110 2.56231 -7.03117
9 C -1.47057 2.02304 -7.34171
10 C -0.62946 -0.42128 -0.33828
11 H -2.75240 2.01361 -5.62152
12 H -2.73071 -0.27895 -5.01417
13 H -1.95398 -1.53855 -7.19359
14 H -1.11528 -1.84473 -5.68720
15 H 0.60753 -1.57785 -7.27640
16 H -0.15809 -0.19451 -8.04440
17 H 1.77170 -0.26315 -5.86451
18 H 1.87373 2.07642 -6.12224
19 H 0.52424 2.81105 -7.92728
20 H -0.19148 3.55546 -6.54429
21 H -2.11152 2.89279 -7.56752
22 H -1.42970 1.37942 -8.22597
23 H -0.65035 0.68229 -0.42804
24 H 0.40474 -0.73757 -0.05078
25 H -1.27137 -0.70676 0.49743
26 P -1.32633 -1.11702 -1.87917
27 P 1.97860 0.03580 -1.73262
28 C -0.03924 -1.41093 -3.09778
29 C 1.18599 -0.76306 -3.20796
30 C -2.32236 -2.57711 -1.68432
31 C -2.68662 -3.44605 -2.73017
32 C -3.57100 -4.50850 -2.49026
33 C -4.10119 -4.69785 -1.21218
34 C -3.73706 -3.84822 -0.16727
35 C -2.85873 -2.79698 -0.40764
36 C -2.50891 0.14870 -2.51782
37 C -1.97690 1.28442 -3.14186
38 C -2.68860 2.48475 -3.18855
39 C -4.05525 2.50429 -2.86327
40 C -4.65946 1.29447 -2.52553
41 C -3.90120 0.11757 -2.35861
42 C 3.42860 -1.01035 -1.44107
43 C 3.23234 -2.33316 -1.00137
44 C 4.34197 -3.13545 -0.74672
45 C 5.63016 -2.61339 -0.90246
46 C 5.82017 -1.27766 -1.28968
47 C 4.71794 -0.47242 -1.55376
48 C 2.60024 1.57131 -2.39159
49 C 2.72272 2.61541 -1.46370
50 C 2.99339 3.90967 -1.88615
51 C 3.07113 4.21827 -3.24112
52 C 2.87800 3.23195 -4.21655
53 C 2.70273 1.84918 -3.82311
54 H -0.22910 -2.25316 -3.80600
55 H 1.90716 -1.00901 -4.02795
56 H -2.29387 -3.27753 -3.73443
57 H -3.83789 -5.18787 -3.30726
58 H -4.78416 -5.51887 -1.03249
59 H -4.13831 -3.99427 0.83715
60 H -2.60186 -2.13335 0.40905
61 H -0.86443 1.21730 -3.33376
62 H -2.13094 3.40995 -3.36197
63 H -4.60425 3.45272 -2.92586
64 H -5.73914 1.27740 -2.39763
65 H -4.38711 -0.82249 -2.08563
66 H 2.21825 -2.71320 -0.86174
67 H 4.19908 -4.15929 -0.40813
68 H 6.49390 -3.24232 -0.69003
69 H 6.82658 -0.86687 -1.37350
70 H 4.85299 0.56513 -1.84341
71 H 2.50723 2.41347 -0.40866
72 H 3.13379 4.67136 -1.12134
73 H 3.32761 5.23176 -3.55011
74 H 3.13212 3.43440 -5.26010
75 H 3.01718 1.03156 -4.49033
76 F 0.02898 3.34382 -3.25390

For the total energy, the calculation gives -81298.8300 eV. The multiplicity is 3. Its lowest unoccupied orbital energy (alpha / beta) is 0.35 / 0.26 eV. The calculation puts the energy above the lowest of the compared OMol25 structures with the same formula, charge and spin at 0.000 eV. The expectation value of S² is 2.109.


Record 3
Density functional theory data (the ωB97M-V functional and the def2-TZVPD basis) for C35H37N10O3Pb as an isolated structure.

Element x y z (Å)
1 Pb -0.16924 0.13399 -0.27172
2 O 4.18493 2.01082 -2.28568
3 C 4.82648 0.92306 -1.87947
4 C 5.84855 0.42768 -2.68858
5 C 6.51886 -0.71277 -2.32056
6 C 6.22175 -1.40105 -1.12284
7 C 5.24658 -0.92481 -0.30572
8 C 4.51248 0.24413 -0.66633
9 C 3.48971 0.77471 0.14498
10 O 2.77334 1.74170 -0.00691
11 N 3.18429 -0.07329 1.37714
12 N 2.63062 0.44923 2.27450
13 C 2.15055 0.91858 3.33608
14 C 0.73977 1.22423 3.60140
15 C 0.44645 1.68913 4.87220
16 C -0.85412 2.10386 5.14057
17 C -1.78637 2.02927 4.12710
18 C -1.39620 1.51118 2.89057
19 N -0.16282 1.10764 2.61502
20 H 3.49703 2.26161 -1.64427
21 H 6.09094 0.96148 -3.59720
22 H 7.29283 -1.10025 -2.97068
23 H 6.77612 -2.29088 -0.86175
24 H 5.02362 -1.42601 0.62636
25 H 2.87906 1.14782 4.11137
26 H 1.21019 1.74346 5.63737
27 H -1.11479 2.49095 6.11627
28 H -2.80165 2.37009 4.27618
29 H -2.11694 1.43129 2.08174
30 C -2.55998 -2.28663 0.87041
31 N -1.09230 -2.25809 0.84461
32 C -0.45010 -3.42088 0.21581
33 C 0.22961 -3.07052 -1.07577
34 N 0.38714 -1.85630 -1.55364
35 C 1.02706 -2.00410 -2.79606
36 C 1.40162 -1.05297 -3.74451
37 C 2.01252 -1.51845 -4.89085
38 C 2.26801 -2.88669 -5.08904
39 C 1.89046 -3.83478 -4.16027
40 C 1.25538 -3.35750 -3.01930
41 N 0.73159 -4.00569 -1.90194
42 C -3.17992 -1.14788 0.11497
43 N -2.55283 -0.06924 -0.31021
44 C -3.54340 0.78272 -0.82772
45 C -3.45311 2.07873 -1.33279
46 C -4.62839 2.68489 -1.72603
47 C -5.86633 2.02689 -1.62304
48 C -5.96695 0.75337 -1.10268
49 C -4.77706 0.15428 -0.70486
50 N -4.50363 -1.07009 -0.09906
51 H -2.93529 -3.22720 0.46138
52 H -2.92086 -2.23502 1.90004
53 H -0.75151 -2.16518 1.79164
54 H 0.27707 -3.86664 0.89667
55 H -1.18833 -4.19823 0.00513
56 H 1.20419 -0.00104 -3.58779
57 H 2.29802 -0.81737 -5.66380
58 H 2.77594 -3.20265 -5.98995
59 H 2.06398 -4.89008 -4.32292
60 H 0.72610 -5.00179 -1.74627
61 H -2.50601 2.60051 -1.37420
62 H -4.60759 3.69983 -2.10040
63 H -6.76248 2.53773 -1.94729
64 H -6.92394 0.26107 -0.99301
65 H -5.18189 -1.78123 0.12849
66 C 0.35307 4.01437 -1.71600
67 N -0.45654 3.55842 -2.83740
68 C -1.05464 4.59462 -3.68707
69 C -1.23821 4.06186 -5.09123
70 C -2.05969 2.79476 -5.02027
71 N -1.48393 1.86158 -4.04626
72 C -1.87250 0.46775 -4.21641
73 C -0.70310 2.25132 -3.02930
74 O -0.18011 1.38064 -2.25407
75 H 1.04617 4.78022 -2.06207
76 H 0.92135 3.18744 -1.30398
77 H -0.27355 4.44914 -0.93297
78 H -0.38720 5.45454 -3.67874
79 H -2.01284 4.91499 -3.26661
80 H -0.26442 3.85599 -5.53906
81 H -1.74682 4.80001 -5.70885
82 H -2.08810 2.29037 -5.98574
83 H -3.09374 3.01759 -4.73823
84 H -1.46776 0.07336 -5.14930
85 H -2.96130 0.39963 -4.25476
86 H -1.50217 -0.13153 -3.39189

For the total energy, the calculation gives -63164.9763 eV. As for the net charge: +3. Its lowest unoccupied orbital energy is -9.65 eV. The calculation puts the energy above the lowest of the compared OMol25 structures with the same formula, charge and spin at 0.799 eV.